[1]
Here is 10 unconnected molecules or ions with the total composition C48H90BrN4O11 from the OMol25 dataset. Energies are from ωB97M-V with the def2-TZVPD basis set.

HOMO energy   -0.3892 Eh

Geometry as ORCA input:
```
! wB97M-V def2-TZVPD RIJCOSX def2/J DEFGRID3
* xyz 1 1
C 0.11 1.70 -5.51
C 0.61 0.67 -6.18
C 0.36 -0.78 -5.91
N -0.87 -1.02 -5.15
C -2.12 -0.98 -5.71
C -3.00 -1.26 -4.73
Br -4.83 -1.37 -4.89
N -2.28 -1.45 -3.56
C -2.90 -1.74 -2.26
C -2.35 -2.96 -1.51
C -1.57 -2.77 -0.21
N -0.96 -1.56 0.06
O -1.45 -3.73 0.52
C -0.98 -1.30 -3.86
N 0.03 -1.48 -2.92
C 1.10 -0.45 -2.81
C 0.53 -2.83 -2.95
C 1.34 -3.25 -1.76
O 0.24 -3.55 -3.88
H 0.48 2.70 -5.70
H -0.68 1.61 -4.77
H 1.28 0.87 -7.02
H 0.27 -1.33 -6.85
H 1.19 -1.24 -5.37
H -2.31 -0.78 -6.75
H -3.95 -1.88 -2.46
H -2.83 -0.84 -1.64
H -1.75 -3.57 -2.19
H -3.18 -3.59 -1.21
H -0.62 -1.58 1.02
H -1.54 -0.73 -0.05
H 2.01 -0.76 -3.32
H 1.34 -0.32 -1.76
H 0.74 0.50 -3.19
H 1.50 -2.44 -1.06
H 0.78 -4.04 -1.25
H 2.29 -3.66 -2.09
C 4.42 1.46 1.20
C 3.12 1.11 1.93
C 2.10 1.26 0.82
O 2.77 0.91 -0.40
C 4.18 0.84 -0.17
H 5.31 1.08 1.69
H 4.52 2.55 1.11
H 3.16 0.08 2.29
H 2.92 1.75 2.78
H 1.74 2.29 0.74
H 1.23 0.61 0.95
H 4.49 -0.21 -0.18
H 4.70 1.36 -0.98
C 1.13 6.05 -1.42
C 0.44 6.95 -0.40
C 0.02 5.94 0.66
O 1.01 4.91 0.65
C 1.83 5.05 -0.52
H 1.82 6.58 -2.07
H 0.39 5.56 -2.05
H 1.15 7.66 0.02
H -0.41 7.51 -0.80
H -0.96 5.50 0.43
H -0.03 6.37 1.67
H 2.82 5.41 -0.21
H 1.96 4.07 -0.98
C -2.59 2.06 -9.63
C -1.89 3.18 -10.40
C -1.18 3.92 -9.28
O -0.86 2.94 -8.28
C -1.56 1.73 -8.56
H -2.86 1.20 -10.24
H -3.50 2.44 -9.17
H -1.16 2.76 -11.10
H -2.57 3.82 -10.96
H -1.83 4.68 -8.82
H -0.26 4.41 -9.60
H -0.84 0.98 -8.92
H -2.01 1.36 -7.64
C -1.74 -6.34 -3.30
C -1.98 -6.76 -1.84
C -2.04 -8.28 -1.97
O -1.17 -8.62 -3.05
C -0.81 -7.45 -3.78
H -1.30 -5.35 -3.41
H -2.68 -6.36 -3.86
H -1.14 -6.46 -1.22
H -2.89 -6.34 -1.41
H -3.06 -8.62 -2.21
H -1.71 -8.79 -1.07
H 0.24 -7.20 -3.56
H -0.90 -7.65 -4.85
C 2.10 -0.28 6.99
C 1.23 -0.81 5.86
C 1.58 0.14 4.72
O 2.95 0.53 4.93
C 3.37 0.11 6.24
H 2.29 -1.02 7.77
H 1.65 0.60 7.45
H 1.52 -1.83 5.62
H 0.17 -0.81 6.09
H 0.96 1.04 4.75
H 1.48 -0.32 3.74
H 4.05 -0.74 6.13
H 3.91 0.93 6.71
C 1.41 -5.33 8.81
C 1.02 -5.81 7.41
C 0.24 -4.61 6.88
O 0.81 -3.46 7.51
C 1.68 -3.85 8.56
H 2.26 -5.85 9.23
H 0.56 -5.45 9.50
H 1.92 -5.97 6.82
H 0.44 -6.73 7.41
H -0.82 -4.67 7.16
H 0.30 -4.50 5.80
H 2.72 -3.69 8.25
H 1.48 -3.23 9.44
C -2.33 -1.55 3.55
C -2.85 -1.21 4.95
C -3.18 -2.60 5.50
O -2.26 -3.50 4.88
C -1.58 -2.85 3.81
H -1.70 -0.77 3.13
H -3.17 -1.72 2.87
H -2.05 -0.76 5.54
H -3.70 -0.54 4.95
H -4.20 -2.89 5.23
H -3.07 -2.66 6.58
H -0.54 -2.65 4.12
H -1.56 -3.52 2.95
C 6.94 7.55 -1.34
C 7.30 6.23 -2.04
C 6.42 5.24 -1.29
O 5.24 5.96 -0.91
C 5.45 7.36 -1.11
H 7.17 8.43 -1.94
H 7.47 7.63 -0.39
H 7.02 6.27 -3.09
H 8.36 5.98 -1.97
H 6.91 4.87 -0.39
H 6.12 4.39 -1.91
H 4.87 7.69 -1.97
H 5.09 7.90 -0.23
C -7.20 1.73 4.35
C -6.56 2.82 3.49
C -5.08 2.55 3.71
O -4.95 1.14 3.92
C -6.24 0.56 4.13
H -8.22 1.49 4.07
H -7.19 2.03 5.40
H -6.83 2.67 2.44
H -6.85 3.83 3.77
H -4.71 3.08 4.59
H -4.46 2.83 2.85
H -6.52 -0.02 3.25
H -6.19 -0.11 4.99
*
```


[2]
Here is 2 unconnected molecules or ions with the total composition C2H3BrO from the OMol25 dataset. Energies are from ωB97M-V with the def2-TZVPD basis set.

HOMO energy (spin up / spin down)   -0.3305 / -0.3647 Eh
Energy above the lowest of the compared OMol25 structures with the same formula, charge and spin   123.6 kcal/mol

Geometry as ORCA input:
```
! wB97M-V def2-TZVPD RIJCOSX def2/J DEFGRID3
* xyz 0 1
C 0.62 0.18 -0.63
C -0.45 -0.04 0.32
O 0.09 1.18 0.24
Br -2.25 -0.40 -0.02
H 1.63 -0.15 -0.40
H 0.38 0.32 -1.68
H -0.03 -1.09 2.17
*
```


[3]
Here is 2 unconnected molecules or ions with the total composition C4H12N2OS from the OMol25 dataset. Energies are from ωB97M-V with the def2-TZVPD basis set.

HOMO energy   -0.3100 Eh
Energy above the lowest of the compared OMol25 structures with the same formula, charge and spin   70.2 kcal/mol

Geometry as ORCA input:
```
! wB97M-V def2-TZVPD RIJCOSX def2/J DEFGRID3
* xyz 0 1
C -2.12 2.40 -1.56
C 1.97 -0.05 1.43
C 1.53 -1.40 0.77
C 0.24 -1.88 1.14
N -1.32 0.03 -1.59
N -0.64 -1.92 0.26
O -0.41 1.54 0.26
S -1.65 1.09 -0.33
H -2.75 1.81 -2.25
H -2.60 3.24 -1.05
H 1.12 0.70 1.09
H 2.09 -0.16 2.50
H 2.86 0.22 0.94
H 2.24 -2.13 1.11
H 1.59 -1.22 -0.31
H -1.19 2.61 -2.14
H 0.03 -2.39 2.01
H -2.02 -0.53 -2.08
H -0.79 -0.73 -0.99
H -1.58 -2.32 0.39
*
```


[4]
Here is a molecular structure, C4H7NO2 from the OMol25 dataset. Energies are from ωB97M-V with the def2-TZVPD basis set.

HOMO energy   -0.2720 Eh
Energy above the lowest of the compared OMol25 structures with the same formula, charge and spin   140.0 kcal/mol

Geometry as ORCA input:
```
! wB97M-V def2-TZVPD RIJCOSX def2/J DEFGRID3
* xyz 0 1
C 0.53 0.61 0.41
C 0.02 1.80 -0.36
C 1.20 -1.57 -0.57
C -0.08 -1.82 -0.30
O -1.77 -1.05 1.02
N -0.76 -0.70 0.11
O 2.36 -1.66 -0.75
H -2.50 -0.45 0.80
H -0.62 -2.73 -0.52
H 1.62 0.54 0.35
H 0.33 0.69 1.48
H 0.31 1.74 -1.41
H 0.42 2.74 0.05
H -1.07 1.86 -0.30
*
```